26
Properties=species:S:1:pos:R:3 method="wB97M-V/def2-TZVPD" fmax_ev_per_a=2.83 smiles="CCCCC(=O)c1ccc(F)cc1" orbital_gap_ev=9.816 e_lumo_ev=0.282
C 2.938 3.129 -1.729
C 3.587 1.742 -1.642
C 3.002 0.810 -0.559
C 1.496 0.655 -0.606
C 1.025 -0.401 0.398
O 1.795 -0.988 1.105
C -0.428 -0.614 0.480
C -0.941 -1.496 1.406
C -2.319 -1.700 1.511
C -3.154 -1.052 0.647
F -4.460 -1.342 0.507
C -2.629 -0.130 -0.293
C -1.308 0.163 -0.308
H 3.075 3.616 -0.769
H 3.470 3.666 -2.533
H 1.876 3.087 -2.023
H 4.666 1.822 -1.524
H 3.555 1.205 -2.618
H 3.450 -0.183 -0.622
H 3.310 1.253 0.408
H 0.977 1.589 -0.396
H 1.138 0.277 -1.592
H -0.248 -1.896 2.134
H -2.737 -2.392 2.256
H -3.406 0.327 -0.962
H -0.952 0.967 -0.996

11
Properties=species:S:1:pos:R:3 method="wB97M-V/def2-TZVPD" fmax_ev_per_a=2.53 orbital_gap_ev="6.621 / 8.361" e_lumo_ev="-1.550 / -0.928"
C 0.134 -0.183 -0.505
C -1.024 0.430 0.514
C 1.454 0.000 0.258
O 0.095 0.390 -1.700
S -2.619 0.137 0.186
H -0.138 -1.268 -0.543
H -0.817 1.383 0.987
H 1.310 -0.170 1.322
H 1.824 1.007 0.085
H 2.181 -0.706 -0.133
H -2.400 -1.019 -0.470

112
Properties=species:S:1:pos:R:3 method="wB97M-V/def2-TZVPD" fmax_ev_per_a=5.73 s_squared=0.75 orbital_gap_ev="1.601 / 6.042" e_lumo_ev="1.529 / 1.529" spin_multiplicity=2 charge=-1
C -9.026 4.907 -0.919
C -8.043 3.723 -0.880
O -6.655 4.117 -1.116
C -6.180 4.021 -2.361
O -6.838 3.720 -3.368
C -4.624 4.132 -2.367
F -4.219 4.420 -1.143
F -3.983 3.056 -2.860
F -4.336 5.122 -3.216
H -9.931 4.588 -0.401
H -9.169 5.380 -1.890
H -8.606 5.625 -0.214
H -8.455 2.916 -1.485
H -8.005 3.406 0.162
C 3.050 2.534 -1.696
C 2.671 3.544 -0.605
O 1.329 3.963 -0.800
C 0.966 4.809 -1.772
O 1.691 5.340 -2.590
C -0.590 5.004 -1.722
F -0.702 6.259 -1.943
F -1.124 4.455 -2.773
F -1.204 4.671 -0.610
H 3.186 3.058 -2.642
H 2.267 1.781 -1.784
H 4.013 2.073 -1.475
H 3.347 4.396 -0.539
H 2.779 3.092 0.381
C -6.741 -0.111 4.586
C -6.685 0.099 3.054
O -5.434 -0.147 2.356
C -4.936 -1.440 2.093
O -5.488 -2.438 2.513
C -3.624 -1.567 1.249
F -2.670 -2.283 1.885
F -3.967 -2.157 0.134
F -3.119 -0.371 0.965
H -6.321 0.682 5.205
H -6.287 -1.023 4.973
H -7.762 -0.471 4.714
H -7.113 1.098 2.969
H -7.348 -0.562 2.496
C -1.376 1.212 -1.131
C -0.829 -0.246 -1.368
O 0.563 -0.291 -1.107
C 1.037 -0.826 0.055
O 0.288 -1.166 1.013
C 2.557 -0.592 0.225
F 3.140 -0.366 -0.984
F 2.864 0.336 1.098
F 2.951 -1.805 0.696
H -0.677 1.887 -1.624
H -1.412 1.508 -0.082
H -2.290 1.304 -1.718
H -0.964 -0.646 -2.373
H -1.422 -0.900 -0.729
C 9.054 -4.628 1.193
C 9.128 -3.418 0.212
O 7.822 -2.908 0.059
C 7.639 -1.867 -0.811
O 8.528 -1.419 -1.555
C 6.180 -1.475 -0.957
F 5.846 -1.678 -2.248
F 5.450 -2.199 -0.225
F 6.007 -0.172 -0.772
H 9.989 -4.764 1.736
H 8.974 -5.530 0.586
H 8.227 -4.762 1.890
H 9.564 -3.715 -0.742
H 9.699 -2.670 0.764
C -4.247 3.872 -7.236
C -3.029 2.909 -7.549
O -2.840 2.175 -6.352
C -3.612 1.027 -6.169
O -4.493 0.619 -6.835
C -3.325 0.286 -4.815
F -3.078 -1.022 -5.075
F -2.237 0.769 -4.188
F -4.397 0.316 -4.082
H -4.300 4.054 -6.163
H -5.212 3.388 -7.386
H -4.093 4.763 -7.844
H -2.174 3.569 -7.697
H -3.217 2.322 -8.447
C -1.083 -7.765 4.226
C 0.047 -7.660 3.233
O -0.051 -6.396 2.590
C 0.680 -6.271 1.434
O 1.696 -7.010 1.206
C 0.433 -5.040 0.576
F -0.635 -4.361 1.050
F 1.505 -4.233 0.658
F 0.329 -5.371 -0.763
H -0.856 -6.993 4.961
H -1.191 -8.721 4.740
H -2.013 -7.526 3.711
H -0.018 -8.394 2.431
H 0.950 -7.858 3.811
C 4.862 -1.172 3.571
C 5.611 -0.912 4.935
O 6.264 0.343 4.921
C 7.153 0.786 5.841
O 7.480 0.228 6.851
C 7.734 2.167 5.524
F 9.069 2.126 5.583
F 7.373 2.479 4.265
F 7.264 3.108 6.377
H 4.102 -0.417 3.370
H 4.318 -2.111 3.468
H 5.507 -1.121 2.694
H 6.299 -1.684 5.280
H 4.773 -0.892 5.631

24
Properties=species:S:1:pos:R:3 method="wB97M-V/def2-TZVPD" fmax_ev_per_a=3.04 orbital_gap_ev=11.374 e_lumo_ev=-2.950 charge=+1
C 0.713 1.760 0.690
O 2.123 1.920 0.577
C 0.636 0.169 0.467
C -0.701 -0.394 -0.038
C -1.308 -1.378 0.919
N 1.750 -0.225 -0.558
H 0.483 1.991 1.732
H 0.164 2.206 -0.125
H 2.440 2.665 0.037
H 0.912 -0.235 1.442
H -1.415 0.417 -0.300
H -0.481 -0.757 -1.048
H -0.566 -2.156 1.185
H -1.597 -0.897 1.877
H -2.256 -1.799 0.552
H 1.374 -1.014 -1.132
H 2.461 -0.688 0.028
H 2.192 0.499 -1.114
H 1.156 -3.269 -2.278
H -0.219 -2.682 -1.747
O 0.673 -2.461 -2.074
H -3.314 2.050 0.935
H -2.715 2.056 -0.476
O -2.505 2.221 0.449

78
Properties=species:S:1:pos:R:3 method="wB97M-V/def2-TZVPD" fmax_ev_per_a=4.15 orbital_gap_ev=3.198 e_lumo_ev=-8.295 charge=+1
Hg 2.898 -2.407 2.262
C 0.180 0.375 -0.539
C 0.619 -0.839 0.255
O 1.838 -0.861 0.935
H 0.535 0.382 -1.574
H 0.402 1.384 -0.190
H -0.904 0.377 -0.665
H 0.390 -1.786 -0.252
H -0.162 -0.974 1.023
C -1.985 1.424 -3.748
C -0.761 0.911 -4.560
O 0.165 1.996 -4.442
S -0.297 3.216 -3.529
O -1.012 4.231 -4.241
O 0.732 3.594 -2.612
O -1.430 2.253 -2.806
H -2.605 0.601 -3.381
H -2.752 1.784 -4.443
H -0.923 0.697 -5.614
H -0.236 0.064 -4.115
C 4.035 0.862 -0.625
C 3.470 2.109 0.070
O 4.649 2.823 0.463
S 6.035 2.223 -0.212
O 6.646 1.318 0.699
O 6.856 3.220 -0.810
O 5.174 1.367 -1.290
H 3.352 0.371 -1.313
H 4.397 0.109 0.079
H 2.869 1.883 0.951
H 2.879 2.781 -0.555
C 0.100 -2.915 -3.065
C -0.446 -4.007 -2.148
O -0.054 -5.278 -2.735
S 0.783 -5.079 -4.131
O 0.210 -5.796 -5.225
O 2.161 -5.291 -3.830
O 0.350 -3.514 -4.337
H 1.000 -2.428 -2.684
H -0.593 -2.116 -3.323
H -1.517 -4.023 -1.951
H 0.018 -4.031 -1.161
O 1.417 -4.226 1.926
C 0.368 -4.635 2.381
O 0.224 -5.030 3.653
C -1.152 -5.380 4.011
C -1.958 -5.040 2.769
C -0.978 -4.698 1.682
H -1.365 -4.848 4.932
H -1.137 -6.456 4.182
H -2.671 -4.264 3.056
H -2.647 -5.834 2.478
H -1.177 -3.690 1.312
H -0.981 -5.426 0.872
O -4.676 -0.111 3.287
C -3.518 -0.167 3.533
O -2.981 -1.370 3.951
C -1.573 -1.340 4.110
C -1.190 0.144 4.081
C -2.419 0.893 3.528
H -1.120 -1.771 3.205
H -1.248 -1.915 4.973
H -0.357 0.400 3.431
H -1.004 0.315 5.142
H -2.294 1.278 2.517
H -2.888 1.704 4.086
O -2.433 7.527 -1.238
C -1.710 6.828 -0.567
O -2.175 6.210 0.493
C -1.188 5.465 1.171
C -0.164 5.118 0.127
C -0.315 6.275 -0.898
H -1.621 4.560 1.590
H -0.669 6.069 1.919
H -0.464 4.155 -0.288
H 0.842 5.123 0.541
H -0.158 5.994 -1.934
H 0.317 7.131 -0.644

11
Properties=species:S:1:pos:R:3 method="wB97M-V/def2-TZVPD" fmax_ev_per_a=6.02 orbital_gap_ev=8.988 e_lumo_ev=-0.508
H 1.305 2.491 0.155
N 1.308 1.489 0.396
C 0.238 0.776 -0.143
N -1.185 1.094 -0.424
C -1.704 -0.108 -0.038
O -0.901 -1.186 0.367
C 0.490 -0.618 -0.051
C 1.635 -1.326 -0.198
H -2.830 -0.439 0.466
H 2.398 -0.488 -0.324
H 1.528 -2.493 -0.455